Molecular formula: C5H6O2
Method: DFT, wB97M-V/def2-TZVPD

```
13
Properties=species:S:1:pos:R:3:forces:R:3:nbo_charge:R:1
C -1.77822 -0.62099 -0.32311 -0.31 -0.21 -0.20 -0.28
C -0.42416 0.42549 0.56807 0.23 0.35 0.24 0.02
O -0.13362 -0.92755 0.45089 0.07 0.19 0.07 -0.60
C 1.76242 -0.82597 -0.12408 0.26 -0.59 -0.17 0.75
O 2.27061 -1.87647 -0.25421 -0.65 0.75 0.05 -0.49
C 1.75127 0.54362 -0.24187 -0.12 -0.07 -0.03 -0.51
C 0.57851 1.24094 0.11883 -0.08 -0.05 0.11 -0.22
H -2.06229 -1.63177 -0.04070 0.18 0.07 -0.09 0.22
H -2.54279 0.07999 0.02626 0.24 -0.16 -0.12 0.20
H -1.59177 -0.49816 -1.38496 0.27 -0.03 0.20 0.22
H -1.07422 0.74529 1.37691 0.04 0.00 -0.02 0.20
H 2.71738 1.02581 -0.36101 -0.19 -0.13 -0.03 0.25
H 0.52688 2.31977 0.18898 0.05 -0.12 -0.01 0.22
```
Forces are in eV/Å.

Frontier orbital gap (spin up / spin down) (eV): 7.266 / 7.266
Highest occupied orbital energy (spin up / spin down) (eV): -7.40 / -7.40
Energy above the lowest of the compared OMol25 structures with the same formula, charge and spin (kcal/mol): 115.9

Molecular formula: C5H6O2
Method: DFT, wB97M-V/def2-TZVPD

```
13
Properties=species:S:1:pos:R:3:forces:R:3:nbo_charge:R:1
C -0.76664 -0.76520 -0.38375 -0.14 -0.12 0.07 -0.04
C -0.14974 0.38285 0.30251 -0.04 -0.12 -0.03 -0.09
O 0.95938 0.23621 -0.52571 0.24 0.18 0.03 -0.57
C 1.64258 -1.36247 -0.01076 0.14 0.01 0.35 0.35
O 1.98072 -1.37173 1.15566 -0.20 0.04 -0.54 -0.60
C -0.84179 1.66654 0.18869 -0.28 0.45 -0.06 -0.04
C -1.41352 2.72046 0.08913 0.23 -0.43 0.05 -0.18
H -1.16405 -1.63917 0.12895 0.12 0.09 -0.07 0.21
H 0.62026 -1.85685 -0.31797 -0.12 -0.04 0.04 0.09
H -1.03474 -0.62240 -1.42429 0.08 0.03 0.14 0.23
H 0.09089 0.15000 1.35029 -0.04 0.07 -0.08 0.24
H 2.31295 -1.44461 -0.88008 -0.08 0.01 0.09 0.16
H -1.90950 3.66273 0.00827 0.09 -0.16 0.01 0.24
```
Forces are in eV/Å.

Frontier orbital gap (eV): 7.793
Highest occupied orbital energy (eV): -9.31
Energy above the lowest of the compared OMol25 structures with the same formula, charge and spin (kcal/mol): 163.0

Molecular formula: C5H6O2
Method: DFT, wB97M-V/def2-TZVPD

```
13
Properties=species:S:1:pos:R:3:forces:R:3:nbo_charge:R:1
C -0.70912 0.91493 -1.01718 -0.39 -0.96 -0.02 0.63
O 1.29713 0.62788 -2.30436 0.32 0.18 0.40 -0.60
C 0.60248 0.40400 -1.18783 -0.40 -0.57 0.64 0.10
C 1.15066 -0.24357 -0.11188 3.63 0.98 -0.73 -0.21
C -0.65389 -0.93020 1.22519 -3.04 -0.21 0.97 -0.43
C -1.34459 0.20730 1.15269 -0.32 -0.96 0.43 0.08
O -1.56105 0.77327 -0.12297 0.15 0.93 -0.03 -0.38
H 0.92594 1.33058 -2.85111 -0.10 0.14 -0.05 0.51
H 2.22718 -0.14404 0.04610 0.09 0.10 -0.70 0.25
H 0.75589 -0.86481 0.68212 1.88 1.18 -1.14 0.24
H -0.35141 -1.47608 0.32985 -2.11 -0.68 0.90 0.25
H -1.87238 0.74238 1.94230 0.31 -0.05 -0.42 0.26
H -0.46684 -1.34165 2.21707 -0.03 -0.08 -0.26 0.29
```
Forces are in eV/Å.

Frontier orbital gap (spin up / spin down) (eV): 8.532 / 8.194
Spin multiplicity: 2
Total charge: +1
Highest occupied orbital energy (spin up / spin down) (eV): -14.95 / -14.93
Energy above the lowest of the compared OMol25 structures with the same formula, charge and spin (kcal/mol): 0.0

Molecular formula: C5H6O2S
Method: DFT, wB97M-V/def2-TZVPD

```
14
Properties=species:S:1:pos:R:3:forces:R:3:nbo_charge:R:1
C 0.49802 1.02337 1.70442 -0.07 -3.65 -2.28 -0.44
C -0.73725 1.65884 1.79127 -3.58 5.16 -0.60 0.34
C 0.31137 -2.55376 -1.77820 2.90 1.08 0.26 -0.42
C 0.25874 0.15335 0.66920 2.85 0.92 0.78 0.31
C -0.46902 0.11885 -0.56599 0.17 0.32 -0.86 -0.78
O -1.44355 2.18328 0.87500 1.69 -1.75 2.31 -0.59
O 1.87295 -0.79207 -2.83015 0.54 0.26 0.15 -0.87
S 1.78277 -1.78500 -1.75737 -2.36 -1.32 -1.03 1.11
H 1.03702 0.77828 2.61207 0.21 0.00 -0.21 0.24
H -1.05975 1.85225 2.83583 -0.24 -0.33 -0.13 0.14
H -0.03446 -3.00710 -0.87745 -0.50 -0.72 0.45 0.18
H -1.44583 0.40298 -0.18321 -0.82 0.05 -0.74 0.29
H -0.42410 -0.83793 -1.09788 -0.62 -0.02 0.60 0.23
H -0.14692 0.80466 -1.39756 -0.18 0.00 1.31 0.28
```
Forces are in eV/Å.

Frontier orbital gap (spin up / spin down) (eV): 8.467 / 6.349
Highest occupied orbital energy (spin up / spin down) (eV): -9.79 / -8.77
Energy above the lowest of the compared OMol25 structures with the same formula, charge and spin (kcal/mol): 194.7

Molecular formula: C5H6O2S2
Method: DFT, wB97M-V/def2-TZVPD

```
15
Properties=species:S:1:pos:R:3:forces:R:3:nbo_charge:R:1
C -0.67041 -0.72742 -1.13602 0.68 0.46 1.30 0.74
C -0.38705 -1.24652 0.37662 2.49 0.32 -2.95 -0.52
C -0.18784 -0.16057 1.38659 -0.87 0.83 2.31 -0.45
C 0.80976 0.71055 -1.53813 -0.38 -0.71 1.76 -0.72
C 0.40833 1.04585 0.76618 2.43 2.33 1.08 -0.46
O -0.94636 -1.34556 -2.09529 -0.40 -1.10 -0.34 -0.58
O -1.54090 0.65333 -0.97551 -1.15 0.55 0.30 -0.78
S 2.01309 0.61421 -0.20418 -0.96 0.71 0.95 0.16
S -0.44174 1.71515 -0.73485 0.93 -0.95 0.06 1.17
H -1.03100 -2.00020 0.70033 -1.54 -1.03 0.09 0.24
H 0.58729 -1.79060 0.17092 -0.85 0.66 0.54 0.24
H -1.17049 0.18078 1.98252 2.00 -1.00 -1.35 0.23
H 0.62687 -0.41199 2.16206 -1.51 -0.11 -0.86 0.24
H 1.29057 0.92989 -2.46170 -0.29 0.20 -1.06 0.23
H 0.63987 1.83310 1.60046 -0.56 -1.17 -1.82 0.25
```
Forces are in eV/Å.

Frontier orbital gap (eV): 7.800
Highest occupied orbital energy (eV): -7.63
Energy above the lowest of the compared OMol25 structures with the same formula, charge and spin (kcal/mol): 57.5

Molecular formula: C5H6O3
Method: DFT, wB97M-V/def2-TZVPD

```
14
Properties=species:S:1:pos:R:3:forces:R:3:nbo_charge:R:1
C 2.11639 -1.21124 0.28344 -0.65 1.23 2.02 -0.66
C 0.74335 -0.49325 -0.29636 -0.32 -2.20 -0.96 -0.03
C -1.80358 -0.96912 -0.17624 5.16 3.36 0.82 0.07
C -1.89947 0.36833 -0.04401 -0.16 -2.47 0.80 0.04
C 0.45725 0.98838 0.01986 1.70 1.93 -1.63 0.78
H 1.81666 -2.46497 0.44540 1.25 4.14 -0.46 0.27
H 3.19898 -0.91680 -0.31210 -3.63 -1.13 1.41 0.26
H 2.15150 -0.53362 1.31264 0.59 -2.64 -2.06 0.23
H 0.94191 -0.55651 -1.38239 -0.73 0.42 0.21 0.22
H -2.53317 -1.70321 -0.14524 -1.16 -1.13 -0.43 0.21
H -2.77823 0.85504 0.16017 -2.46 0.81 -0.37 0.19
O -0.44578 -1.43979 -0.01667 0.47 0.85 -0.32 -0.55
O -0.94941 1.22783 0.42887 4.80 0.52 -1.22 -0.50
O 1.33503 1.86463 -0.26202 -4.85 -3.69 2.18 -0.52
```
Forces are in eV/Å.

Frontier orbital gap (eV): 9.290
Highest occupied orbital energy (eV): -8.95
Energy above the lowest of the compared OMol25 structures with the same formula, charge and spin (kcal/mol): 98.1

Molecular formula: C5H6O3
Method: DFT, wB97M-V/def2-TZVPD

```
14
Properties=species:S:1:pos:R:3:forces:R:3:nbo_charge:R:1
C -2.17752 0.56358 -0.18166 0.66 -1.13 0.07 -0.66
C -0.73512 0.20624 -0.15951 -0.56 3.58 -2.81 0.35
C 0.40766 0.96927 -0.55967 -2.94 -4.59 2.30 -0.38
C 1.40922 0.09451 -0.06597 0.66 -0.51 0.43 0.16
C 0.82293 -1.03640 0.43105 3.90 -0.08 2.35 0.38
H -2.76777 -0.14741 -0.75594 -0.20 0.04 0.13 0.22
H -2.41210 1.56158 -0.42093 0.08 1.16 -0.78 0.23
H -2.36257 0.50036 0.86553 -1.12 -0.32 0.90 0.23
H 0.43099 1.70293 -1.29387 -0.03 1.53 -0.64 0.23
H 2.96269 1.02036 -0.59566 0.05 -0.55 0.84 0.47
H 0.74427 -2.98639 0.80916 3.27 3.67 2.86 0.44
O 2.72138 0.41700 0.14170 0.25 0.32 -1.25 -0.65
O 1.47795 -1.88173 1.39203 -5.05 -3.71 -4.78 -0.60
O -0.52201 -0.98390 0.39373 1.03 0.60 0.36 -0.42
```
Forces are in eV/Å.

Frontier orbital gap (eV): 7.326
Highest occupied orbital energy (eV): -7.64
Energy above the lowest of the compared OMol25 structures with the same formula, charge and spin (kcal/mol): 102.3

Molecular formula: C5H6O3
Method: DFT, wB97M-V/def2-TZVPD

```
14
Properties=species:S:1:pos:R:3:forces:R:3:nbo_charge:R:1
C -0.28333 0.84624 0.42192 1.44 0.03 0.21 0.20
C -0.76813 1.96316 0.94550 -0.07 -2.40 -0.77 -0.01
C 1.05621 0.13667 0.33021 -0.73 1.68 -1.77 -0.45
C 0.91764 -1.07604 -0.56605 -1.37 1.08 -2.38 -0.55
C 0.00113 -2.05533 0.08353 1.29 -0.48 0.76 0.29
O -1.45742 0.63532 -0.35536 0.59 -0.36 1.08 -0.25
O -1.99834 1.75119 0.36801 -1.50 1.15 -0.84 -0.19
O -1.15331 -2.09168 -0.42431 -1.70 0.48 -0.76 -0.61
H 1.66733 0.97850 -0.13310 0.04 -1.57 0.62 0.24
H 1.45271 -0.23496 1.24584 0.12 0.36 1.06 0.25
H 0.51209 -0.68781 -1.63610 0.83 -0.99 1.88 0.16
H 1.83322 -1.62134 -0.66415 0.80 0.03 -0.37 0.25
H -0.45185 2.79994 1.44801 0.22 1.64 1.25 0.21
H -1.32795 -1.34383 -1.06397 0.03 -0.64 0.04 0.46
```
Forces are in eV/Å.

Frontier orbital gap (eV): 9.115
Highest occupied orbital energy (eV): -8.45
Energy above the lowest of the compared OMol25 structures with the same formula, charge and spin (kcal/mol): 175.1

Molecular formula: C5H6O4
Method: DFT, wB97M-V/def2-TZVPD

```
15
Properties=species:S:1:pos:R:3:forces:R:3:nbo_charge:R:1
C 1.93610 -0.41472 0.07518 -0.26 -0.23 0.00 -0.64
C 0.42703 -0.55265 -0.05748 -1.23 2.06 0.35 0.52
O -0.00190 -0.78802 -1.37089 0.06 -0.38 -0.27 -0.72
O -0.03424 -1.54456 0.75331 -0.70 -0.52 0.16 -0.70
H 0.61243 -0.38798 -1.99039 0.06 0.10 -0.10 0.48
H 2.39650 -1.32938 -0.30887 -0.07 0.07 0.07 0.23
H 2.29571 0.44372 -0.48848 -0.02 0.03 0.00 0.22
H 2.19244 -0.29410 1.12531 0.02 0.03 -0.04 0.24
C -2.47163 0.31998 -0.28123 -2.26 -1.05 -1.28 1.04
O -2.58748 -0.72674 0.23957 0.72 0.49 0.62 -0.57
C -0.26662 0.83809 0.39009 2.23 -1.11 0.19 -0.15
C -0.31085 1.93143 0.89808 -0.25 -0.49 -0.22 -0.20
O -2.73607 1.19383 -0.99540 0.70 0.63 0.33 -0.50
H -1.02322 -1.57285 0.67457 1.11 0.01 0.08 0.51
H -0.42821 2.88396 1.33664 -0.12 0.37 0.10 0.24
```
Forces are in eV/Å.

Frontier orbital gap (eV): 11.072
Highest occupied orbital energy (eV): -10.64
Energy above the lowest of the compared OMol25 structures with the same formula, charge and spin (kcal/mol): 51.8